# 1
Formula: C5H10N2
Source: the OMol25 dataset
Level of theory: the ωB97M-V functional and the def2-TZVPD basis

Element x y z (Å)
C1 -1.832758 0.058972 -0.925515
C2 -1.293323 0.244940 0.459377
C3 -0.197260 0.994835 0.835615
C4 0.959053 0.601911 0.106876
N1 1.902183 1.503281 -0.311689
N2 0.959393 -0.624965 -0.392359
C5 0.869684 -1.779359 0.470034
H1 -2.217863 -0.954942 -1.049328
H2 -1.079219 0.255811 -1.683920
H3 -2.679561 0.735922 -1.079800
H4 -2.060794 0.077137 1.218084
H5 -0.154189 1.615610 1.721469
H6 1.616970 2.454358 -0.479284
H7 2.612910 1.133256 -0.922770
H8 0.381647 -1.580139 1.433879
H9 1.875417 -2.167689 0.664947
H10 0.337710 -2.568940 -0.065616

Forces on the atoms, in the same order (eV/Å):
C 0.589 -0.862 -0.090
C -0.525 2.206 1.081
C -1.242 -1.421 0.543
C 0.111 -1.153 -2.387
N -0.162 0.091 0.031
N 2.293 1.300 0.600
C -0.681 -0.006 -0.260
H 0.012 -0.026 -0.189
H -0.030 -0.074 -0.038
H 0.064 0.006 0.249
H -0.138 0.427 0.003
H -0.096 -0.322 0.300
H 0.049 0.014 0.012
H -0.062 -0.038 0.006
H -0.059 -0.130 -0.050
H -0.025 0.066 -0.005
H -0.097 -0.078 0.195

The HOMO energy (alpha / beta) is -7.933 / -7.933 eV. As for the orbital gap (alpha / beta): 8.489 / 8.489 eV. The SMILES is C/C=C\C(N)=N/C. The LUMO energy (alpha / beta) comes out at 0.020 / 0.020 Eh. The strongest force on any atom comes out at 2.70 eV/A. As for the relative energy (zero: lowest compared OMol25 entry of this formula, charge and spin): 2.358 eV. As for the charge: 0. Its total energy is -8324.97478 eV.

---

# 2
Formula: C5H10N2
Source: the OMol25 dataset
Level of theory: the ωB97M-V functional and the def2-TZVPD basis

Element x y z (Å)
C1 -0.855520 0.000912 -1.458123
C2 0.374664 -0.214988 -1.051983
N1 1.227457 -1.211487 -0.549052
C3 1.659757 0.224516 -0.589979
C4 1.749676 1.099598 0.628769
H1 -1.418620 -0.860814 -1.760955
H2 -1.289710 0.990812 -1.540540
H3 0.937436 -1.505992 0.386781
H4 2.428213 0.352802 -1.350547
H5 2.513828 0.753301 1.330080
H6 0.779216 1.150777 1.134741
H7 2.007635 2.115730 0.312846
C5 -2.244407 -0.747849 0.636425
N2 -1.962255 0.211926 1.415378
H8 -3.131213 -0.679641 0.001137
H9 -1.680550 -1.685425 0.535543
H10 -1.095608 0.005823 1.919479

Forces on the atoms, in the same order (eV/Å):
C 0.464 0.017 -0.612
C -0.027 0.178 -0.188
N 0.007 -0.189 -0.013
C 0.115 0.311 0.031
C 0.035 0.018 0.133
H -0.563 -0.159 0.216
H 0.258 -0.103 -0.351
H 0.029 0.048 -0.231
H -0.027 0.085 0.194
H -0.035 0.063 -0.043
H 0.199 -0.033 0.013
H -0.027 -0.122 0.112
C -0.265 0.061 0.421
N -0.023 -0.463 -0.061
H 0.050 0.049 0.165
H -0.027 0.210 0.148
H -0.163 0.030 0.066

The HOMO energy is -8.693 eV. As for the orbital gap: 9.660 eV. The SMILES is C=C1N[C@@H]1C.C=N. The LUMO energy comes out at 0.036 Eh. The strongest force on any atom comes out at 0.77 eV/A. As for the relative energy (zero: lowest compared OMol25 entry of this formula, charge and spin): 3.295 eV. As for the charge: 0. Its total energy is -8324.03866 eV.